Entry 1:
{"formula": "C32H19BrF3N6O6SZn", "method": "wB97M-V/def2-TZVPD", "homo_energy_ha": -0.1924, "de_lowest_kj_mol": 64.0, "total_charge": -1, "gap_ev": 6.910, "species": ["Zn", "O", "C", "O", "C", "C", "C", "N", "C", "C", "C", "C", "C", "C", "C", "N", "C", "C", "C", "C", "C", "N", "H", "H", "H", "H", "H", "H", "H", "H", "H", "H", "Br", "C", "C", "C", "C", "C", "C", "N", "N", "C", "C", "C", "C", "O", "C", "N", "C", "C", "C", "C", "H", "H", "H", "H", "H", "H", "H", "H", "H", "F", "C", "F", "F", "S", "O", "O", "O"], "positions_angstrom": [[0.10, -0.69, 1.25], [5.01, -1.72, 6.04], [4.69, -0.57, 5.69], [5.15, 0.54, 5.99], [3.48, -0.52, 4.72], [3.00, 0.68, 4.24], [1.92, 0.70, 3.37], [1.31, -0.42, 2.99], [1.77, -1.59, 3.45], [2.85, -1.68, 4.31], [0.99, -2.79, 3.02], [1.44, -4.08, 3.24], [0.63, -5.14, 2.88], [-0.61, -4.88, 2.32], [-0.97, -3.57, 2.10], [-0.19, -2.54, 2.44], [1.40, 1.99, 2.83], [2.21, 3.12, 2.80], [1.68, 4.30, 2.30], [0.37, 4.31, 1.85], [-0.34, 3.13, 1.90], [0.15, 1.99, 2.37], [3.49, 1.58, 4.59], [3.21, -2.62, 4.71], [2.41, -4.25, 3.68], [0.97, -6.16, 3.03], [-1.27, -5.68, 2.02], [-1.91, -3.31, 1.62], [3.24, 3.07, 3.12], [2.29, 5.20, 2.26], [-0.08, 5.21, 1.46], [-1.36, 3.09, 1.52], [-4.98, -1.35, -5.57], [-3.67, 0.00, -5.33], [-2.36, -0.36, -5.04], [-1.41, 0.63, -4.86], [-1.77, 1.97, -4.97], [-3.08, 2.31, -5.30], [-4.04, 1.33, -5.46], [-0.83, 3.06, -4.93], [0.11, 3.16, -4.12], [0.34, 2.37, -2.96], [1.68, 2.09, -2.76], [2.16, 1.30, -1.73], [1.29, 0.76, -0.77], [1.67, 0.06, 0.23], [-0.12, 1.10, -0.93], [-0.96, 0.59, 0.01], [-2.24, 0.89, -0.02], [-2.77, 1.80, -0.94], [-1.94, 2.34, -1.89], [-0.59, 1.93, -1.97], [-2.09, -1.40, -4.92], [-0.40, 0.36, -4.60], [-3.34, 3.36, -5.41], [-5.06, 1.59, -5.70], [2.38, 2.50, -3.49], [3.21, 1.08, -1.63], [-2.87, 0.41, 0.72], [-3.81, 2.07, -0.89], [-2.33, 3.08, -2.57], [-1.96, -4.19, -2.87], [-1.14, -4.04, -1.82], [0.09, -4.40, -2.20], [-1.55, -4.88, -0.87], [-1.17, -2.29, -1.24], [-1.01, -1.53, -2.44], [-2.43, -2.16, -0.54], [-0.02, -2.25, -0.33]]}

***

Entry 2:
{"formula": "C32H20Br3IrN4", "method": "wB97M-V/def2-TZVPD", "homo_energy_ha": [-0.6044, -0.6155], "multiplicity": 2, "de_lowest_kj_mol": 359.3, "total_charge": 3, "gap_ev": [4.879, 5.338], "s_squared": 1.16, "species": ["Ir", "C", "C", "N", "C", "C", "C", "C", "C", "C", "C", "C", "C", "N", "C", "H", "H", "H", "H", "H", "H", "H", "H", "Br", "C", "C", "C", "C", "C", "C", "C", "C", "C", "C", "H", "H", "H", "H", "H", "H", "Br", "C", "C", "C", "N", "C", "C", "C", "C", "C", "Br", "C", "C", "N", "H", "H", "H", "H", "H", "H"], "positions_angstrom": [[0.09, 0.50, -0.83], [-3.42, 1.31, 2.07], [-2.52, 1.33, 1.00], [-1.44, 0.57, 0.95], [-1.18, -0.27, 1.98], [-2.04, -0.37, 3.10], [-3.19, 0.45, 3.12], [-1.73, -1.29, 4.14], [-0.62, -2.06, 4.09], [0.27, -1.98, 2.98], [1.43, -2.78, 2.87], [2.22, -2.66, 1.75], [1.86, -1.75, 0.76], [0.79, -0.98, 0.84], [-0.01, -1.09, 1.92], [-4.28, 1.96, 2.05], [-2.69, 2.00, 0.17], [-3.86, 0.40, 3.96], [-2.40, -1.35, 4.98], [-0.39, -2.76, 4.88], [1.68, -3.47, 3.65], [3.10, -3.27, 1.62], [2.46, -1.64, -0.13], [-2.74, 0.46, -2.34], [-2.48, -1.41, -2.55], [-3.59, -2.21, -2.77], [-3.41, -3.58, -2.93], [-2.14, -4.12, -2.94], [-1.00, -3.30, -2.80], [0.30, -3.81, -2.96], [1.39, -2.97, -2.95], [1.23, -1.61, -2.69], [-0.01, -1.09, -2.34], [-1.16, -1.90, -2.53], [-4.58, -1.78, -2.81], [-4.27, -4.21, -3.06], [-2.00, -5.18, -3.08], [0.42, -4.87, -3.19], [2.37, -3.37, -3.17], [2.08, -0.96, -2.79], [6.22, 3.07, 1.19], [4.60, 2.44, 0.42], [4.61, 1.31, -0.40], [3.40, 0.84, -0.87], [2.24, 1.45, -0.63], [2.23, 2.62, 0.04], [3.40, 3.11, 0.62], [0.98, 3.39, -0.06], [0.88, 4.72, 0.35], [-0.27, 5.44, 0.04], [-0.45, 7.25, 0.58], [-1.26, 4.83, -0.73], [-1.09, 3.50, -1.07], [-0.03, 2.79, -0.72], [5.53, 0.81, -0.66], [3.37, -0.04, -1.49], [3.39, 4.01, 1.21], [1.68, 5.20, 0.89], [-2.13, 5.37, -1.05], [-1.83, 3.01, -1.68]]}

***

Entry 3:
{"formula": "C32H20Cl2N6O5Ta", "method": "wB97M-V/def2-TZVPD", "homo_energy_ha": -0.3955, "de_lowest_kj_mol": 0.0, "total_charge": 1, "gap_ev": 6.564, "species": ["Ta", "Cl", "C", "C", "C", "N", "C", "O", "C", "C", "C", "C", "C", "N", "C", "C", "C", "Cl", "N", "C", "O", "C", "C", "C", "C", "C", "N", "H", "H", "H", "H", "H", "H", "H", "H", "H", "H", "O", "C", "C", "C", "C", "C", "C", "C", "O", "N", "N", "C", "C", "C", "C", "C", "C", "C", "O", "H", "H", "H", "H", "H", "H", "H", "H", "H", "H"], "positions_angstrom": [[-0.07, 0.14, 0.11], [-2.71, 6.13, 1.73], [-1.77, 4.96, 0.90], [-1.28, 3.88, 1.62], [-0.54, 2.90, 0.97], [-0.08, 1.68, 1.53], [0.20, 1.57, 2.87], [0.26, 2.45, 3.69], [0.40, 0.13, 3.25], [0.67, -0.24, 4.54], [0.74, -1.59, 4.85], [0.51, -2.52, 3.84], [0.27, -2.07, 2.56], [0.22, -0.77, 2.26], [-0.30, 3.02, -0.40], [-0.76, 4.10, -1.12], [-1.51, 5.07, -0.46], [-2.12, 6.39, -1.38], [0.40, 1.90, -0.92], [1.42, 2.04, -1.82], [1.61, 2.97, -2.56], [2.38, 0.90, -1.71], [3.45, 0.76, -2.57], [4.34, -0.27, -2.35], [4.15, -1.11, -1.27], [3.05, -0.92, -0.46], [2.17, 0.07, -0.68], [-1.47, 3.81, 2.68], [0.81, 0.54, 5.28], [0.94, -1.92, 5.86], [0.53, -3.58, 4.04], [0.10, -2.76, 1.74], [-0.56, 4.19, -2.17], [3.55, 1.48, -3.38], [5.19, -0.41, -3.02], [4.84, -1.92, -1.05], [2.85, -1.57, 0.38], [1.43, -3.35, -3.98], [1.75, -3.97, -2.84], [2.50, -5.14, -2.94], [2.88, -5.83, -1.81], [2.52, -5.37, -0.54], [1.78, -4.22, -0.43], [1.38, -3.50, -1.57], [0.61, -2.28, -1.41], [0.37, -1.83, -0.17], [0.19, -1.62, -2.44], [-0.51, -0.50, -2.01], [-1.33, 0.06, -2.83], [-2.28, 1.06, -2.41], [-3.00, 1.79, -3.37], [-3.99, 2.66, -2.98], [-4.31, 2.79, -1.63], [-3.64, 2.05, -0.67], [-2.61, 1.21, -1.06], [-1.90, 0.54, -0.12], [0.87, -2.57, -3.77], [2.78, -5.48, -3.93], [3.46, -6.74, -1.91], [2.82, -5.92, 0.35], [1.49, -3.85, 0.54], [-1.34, -0.30, -3.85], [-2.75, 1.66, -4.41], [-4.52, 3.24, -3.72], [-5.09, 3.47, -1.32], [-3.86, 2.15, 0.39]]}

***

- Number 1 is which compound?
  C32H19BrF3N6O6SZn